One molecule with the formula C5H3F. Source: the Open Molecules 2025 dataset; level of theory: ωB97M-V/def2-TZVPD.

Last column: natural (NBO) charge in e.
Geometry (Å):
C  1.595  -0.096  -0.006  -0.186
C  2.787  -0.006  0.012  0.422
C  -1.234  0.344  -0.046  -0.359
C  0.022  -0.291  -0.169  -0.228
C  -2.803  0.284  -0.170  0.033
F  4.067  0.022  0.124  -0.256
H  -3.191  -0.377  0.626  0.113
H  -1.184  1.418  0.206  0.249
H  -0.059  -1.297  -0.578  0.210

E_LUMO (spin up / spin down) in eV: -1.4 / -1.2
Spin multiplicity: 1
ΔE to the lowest compared entry with this formula, charge and spin in eV: 5.057
HOMO energy (spin up / spin down) in eV: -9.004 / -8.894

One molecule with the formula C5H3F. Source: the Open Molecules 2025 dataset; level of theory: ωB97M-V/def2-TZVPD.

Last column: natural (NBO) charge in e.
Geometry (Å):
C  0.499  -1.419  1.518  -0.161
C  1.189  -2.124  2.257  0.434
C  0.236  0.178  -0.485  -0.576
C  -0.307  -0.878  0.468  -0.484
C  -0.149  -1.210  -0.955  0.280
F  1.965  -2.704  3.160  -0.266
H  -0.461  0.829  -0.731  0.242
H  1.162  0.594  -0.619  0.253
H  -1.310  -0.676  0.836  0.279

E_LUMO in eV: -0.9
Spin multiplicity: 1
ΔE to the lowest compared entry with this formula, charge and spin in eV: 4.104
HOMO energy in eV: -9.080

A 2-piece molecular cluster, C5H3F3O8PS overall. Source: the Open Molecules 2025 dataset; level of theory: ωB97M-V/def2-TZVPD.

Last column: natural (NBO) charge in e.
Geometry (Å):
O  -2.081  1.925  0.155  -0.492
C  -2.193  0.861  -0.347  0.745
C  -0.994  0.166  -0.947  -0.206
C  -1.319  -1.116  -0.942  -0.485
P  -0.120  -2.407  -1.527  1.314
O  0.918  -2.480  -0.242  -0.985
O  0.800  -1.642  -2.668  -0.979
C  -2.709  -1.258  -0.381  0.776
O  -3.244  -2.198  0.106  -0.505
O  -3.277  0.029  -0.476  -0.516
H  -0.082  0.648  -1.250  0.270
H  0.923  -1.592  0.159  0.519
H  1.173  -0.851  -2.248  0.495
C  1.107  1.279  2.078  0.683
F  -0.198  1.134  1.840  -0.329
F  1.280  2.426  2.743  -0.323
F  1.476  0.294  2.913  -0.331
S  2.021  1.214  0.477  2.361
O  1.467  2.319  -0.271  -0.981
O  1.653  -0.106  -0.036  -1.062
O  3.402  1.357  0.865  -0.967

E_LUMO in eV: 2.2
Spin multiplicity: 1
Net charge: -1
HOMO energy in eV: -6.439

A 2-piece molecular cluster, C5H3F5O2 overall. Source: the Open Molecules 2025 dataset; level of theory: ωB97M-V/def2-TZVPD.

Last column: natural (NBO) charge in e.
Geometry (Å):
C  -0.381  0.075  -0.528  -0.004
C  -2.965  -0.032  0.596  -0.131
C  -1.814  0.480  -0.102  0.452
C  1.584  -0.939  -0.174  0.654
C  2.452  0.264  0.186  0.881
O  -0.718  1.283  0.107  -0.455
O  -3.007  0.623  -0.692  -0.441
F  1.572  -1.924  0.711  -0.298
F  1.793  -1.407  -1.401  -0.307
F  2.265  1.252  -0.690  -0.304
F  3.765  -0.010  0.180  -0.312
F  2.149  0.722  1.397  -0.300
H  -0.125  0.182  -1.575  0.173
H  -3.169  -1.095  0.572  0.195
H  -3.400  0.526  1.415  0.197

E_LUMO in eV: 0.0
Spin multiplicity: 1
ΔE to the lowest compared entry with this formula, charge and spin in eV: 3.349
HOMO energy in eV: -9.824

An isolated ion of composition C5H3N2O2S2 and charge -1. Source: the Open Molecules 2025 dataset; level of theory: ωB97M-V/def2-TZVPD.

Last column: natural (NBO) charge in e.
Geometry (Å):
C  0.827  -1.394  -0.552  -0.216
C  1.306  -0.108  -0.336  -0.281
C  -0.692  1.710  -0.763  0.168
C  -0.307  -1.923  0.083  -0.581
C  -0.395  1.398  0.568  0.063
N  0.611  0.589  0.770  -0.521
N  -1.120  2.241  -1.718  0.230
O  -1.581  2.694  -2.748  -0.423
O  -1.590  -3.428  1.765  -0.999
S  -0.317  -2.691  1.489  0.968
S  -1.150  2.095  1.922  -0.250
H  1.284  -1.997  -1.340  0.212
H  2.140  0.468  -0.847  0.203
H  0.982  0.347  1.707  0.426

E_LUMO in eV: 2.7
Spin multiplicity: 1
ΔE to the lowest compared entry with this formula, charge and spin in eV: 3.248
Net charge: -1
HOMO energy in eV: -3.917

C5H3N3 as an isolated structure. Source: the Open Molecules 2025 dataset; level of theory: ωB97M-V/def2-TZVPD.

Last column: natural (NBO) charge in e.
Geometry (Å):
C  -1.811  -0.220  0.122  0.175
C  0.048  -0.844  -0.105  0.381
C  2.063  -0.221  0.105  0.335
C  0.200  0.618  -0.253  0.137
C  -1.054  0.998  0.066  -0.271
H  -2.821  -0.170  -0.363  0.205
H  3.106  -0.297  0.516  0.215
H  -1.218  2.007  0.194  0.235
N  -1.179  -1.389  -0.046  -0.417
N  1.271  -1.363  -0.087  -0.472
N  1.395  0.882  -0.148  -0.523

E_LUMO in eV: -2.5
Spin multiplicity: 1
ΔE to the lowest compared entry with this formula, charge and spin in eV: 4.008
HOMO energy in eV: -9.005

One molecule with the formula C5H3N3. Source: the Open Molecules 2025 dataset; level of theory: ωB97M-V/def2-TZVPD.

Last column: natural (NBO) charge in e.
Geometry (Å):
C  -1.340  -0.310  -0.163  0.318
C  0.032  -1.052  -0.325  -0.159
C  0.990  -0.212  -0.122  -0.184
C  0.167  1.220  -0.141  0.153
C  2.426  -0.336  0.062  0.247
H  -3.063  0.385  0.524  0.366
H  0.050  -2.094  -0.493  0.242
H  0.826  2.075  -0.011  0.209
N  -2.538  -0.703  0.416  -0.505
N  -1.115  1.106  -0.047  -0.433
N  3.565  -0.079  0.300  -0.253

E_LUMO in eV: -1.4
Spin multiplicity: 1
Structure (SMILES): [H]/N=C1/C=C(C#N)C=N1
ΔE to the lowest compared entry with this formula, charge and spin in eV: 2.854
HOMO energy in eV: -10.893

One molecule with the formula C5H3NO. Source: the Open Molecules 2025 dataset; level of theory: ωB97M-V/def2-TZVPD.

Last column: natural (NBO) charge in e.
Geometry (Å):
N  3.132  0.065  -0.352  -0.302
C  2.012  -0.116  -0.118  0.273
C  0.600  -0.132  0.097  -0.239
C  0.115  1.089  0.421  0.141
O  -1.304  1.065  0.204  -0.407
C  -1.604  -0.206  -0.190  0.128
C  -0.503  -0.992  -0.237  -0.296
H  0.668  1.785  1.080  0.238
H  -2.624  -0.509  -0.442  0.219
H  -0.492  -2.048  -0.463  0.245

E_LUMO in eV: 0.6
Spin multiplicity: 1
Structure (SMILES): N#Cc1ccoc1
ΔE to the lowest compared entry with this formula, charge and spin in eV: 0.751
HOMO energy in eV: -9.684

One molecule with the formula C5H3NO. Source: the Open Molecules 2025 dataset; level of theory: ωB97M-V/def2-TZVPD.

Last column: natural (NBO) charge in e.
Geometry (Å):
N  -1.927  -2.542  0.751  -0.279
C  -1.291  -1.640  0.392  0.252
C  -0.493  -0.511  0.079  -0.167
C  0.955  -0.283  -0.384  0.067
O  0.926  0.482  -1.563  -0.438
C  0.706  1.149  -0.301  -0.008
C  -0.660  0.804  0.267  -0.091
H  1.817  -0.817  -0.011  0.220
H  1.352  1.979  -0.051  0.218
H  -1.386  1.379  0.823  0.226

E_LUMO in eV: -0.2
Spin multiplicity: 1
Structure (SMILES): N#CC1=C[C@@H]2O[C@H]12
ΔE to the lowest compared entry with this formula, charge and spin in eV: 3.090
HOMO energy in eV: -9.772

One molecule with the formula C5H3NO. Source: the Open Molecules 2025 dataset; level of theory: ωB97M-V/def2-TZVPD.

Last column: natural (NBO) charge in e.
Geometry (Å):
O  -1.794  0.302  0.122  -0.497
C  -0.489  0.634  -0.063  0.382
C  0.205  -0.683  -0.268  -0.659
C  1.635  -0.596  0.027  -0.026
C  2.805  -0.486  0.277  -0.194
C  -2.606  1.335  0.217  0.543
N  -3.379  2.192  0.297  -0.335
H  0.060  -0.853  -1.352  0.287
H  -0.284  -1.528  0.239  0.258
H  3.842  -0.363  0.502  0.241

E_LUMO in eV: -0.6
Spin multiplicity: 1
ΔE to the lowest compared entry with this formula, charge and spin in eV: 5.050
HOMO energy in eV: -10.243

One molecule with the formula C5H3NO. Source: the Open Molecules 2025 dataset; level of theory: ωB97M-V/def2-TZVPD.

Last column: natural (NBO) charge in e.
Geometry (Å):
C  -2.832  1.848  -1.214  -0.109
C  -1.813  1.186  -0.940  -0.231
C  2.104  -0.658  -0.133  -0.132
C  0.857  -0.515  0.735  0.049
C  -0.946  0.262  -0.627  0.378
N  2.328  -0.113  -1.181  -0.168
O  -0.395  -0.328  0.300  -0.378
H  -3.614  2.454  -1.375  0.211
H  2.570  -1.253  0.580  0.217
H  0.783  -1.376  1.452  0.165

E_LUMO (spin up / spin down) in eV: -1.1 / -1.3
Spin multiplicity: 3
Expectation value of S²: 2.592
ΔE to the lowest compared entry with this formula, charge and spin in eV: 4.165
HOMO energy (spin up / spin down) in eV: -7.892 / -8.740

no.,E (hartree),strongest force on any atom (eV/A)
1,-291.865572,4.35
2,-291.900590,4.76
3,-1833.555278,3.08
4,-841.944786,4.28
5,-1248.560116,3.70
6,-356.424755,11.04
7,-356.467171,5.99
8,-322.264201,2.29
9,-322.178225,1.26
10,-322.106218,1.18
11,-321.955355,4.46